i.
{"formula": "C5H14", "method": "ωB97M-V/def2-TZVPD", "orbital_gap_ev": 12.12, "e_lumo_ev": 1.152, "smiles": "CCC.CC", "elements": ["C", "C", "C", "H", "H", "H", "H", "H", "H", "H", "H", "C", "C", "H", "H", "H", "H", "H", "H"], "positions_angstrom": [[-0.052, 1.410, -0.502], [-1.427, 0.727, -0.858], [-2.563, 1.679, -0.772], [-0.072, 2.438, -0.618], [0.768, 0.953, -0.940], [0.078, 1.564, 0.538], [-1.254, 0.114, -1.742], [-1.567, -0.062, -0.057], [-3.440, 1.429, -1.361], [-2.706, 1.745, 0.374], [-2.200, 2.683, -1.174], [2.285, -1.723, 1.517], [1.304, -2.037, 0.397], [2.419, -0.589, 1.513], [2.011, -2.146, 2.376], [3.293, -2.008, 1.227], [0.219, -2.180, 0.608], [1.633, -2.853, -0.305], [1.272, -1.144, -0.221]], "nbo_charge": [-0.62, -0.40, -0.61, 0.20, 0.21, 0.20, 0.20, 0.19, 0.22, 0.21, 0.20, -0.60, -0.62, 0.20, 0.20, 0.21, 0.21, 0.20, 0.20]}

***

ii.
{"formula": "C5H14", "method": "ωB97M-V/def2-TZVPD", "orbital_gap_ev": 12.56, "e_lumo_ev": 1.172, "smiles": "CCC.CC", "elements": ["C", "C", "C", "H", "H", "H", "H", "H", "H", "H", "H", "C", "C", "H", "H", "H", "H", "H", "H"], "positions_angstrom": [[1.333, -0.558, 2.736], [0.717, -1.178, 1.465], [1.210, -0.480, 0.176], [1.437, 0.517, 2.640], [2.261, -1.074, 2.997], [0.691, -0.787, 3.584], [1.024, -2.213, 1.365], [-0.368, -1.211, 1.569], [2.112, 0.091, 0.383], [1.501, -1.228, -0.567], [0.505, 0.217, -0.267], [-1.061, 0.946, -2.595], [-2.072, 1.030, -1.436], [-0.600, 1.924, -2.689], [-0.240, 0.259, -2.409], [-1.460, 0.648, -3.561], [-2.107, 2.029, -1.007], [-1.801, 0.328, -0.651], [-3.080, 0.740, -1.731]], "nbo_charge": [-0.61, -0.40, -0.61, 0.20, 0.21, 0.20, 0.20, 0.20, 0.20, 0.21, 0.21, -0.62, -0.62, 0.20, 0.21, 0.21, 0.21, 0.20, 0.21]}

***

iii.
{"formula": "C5H14", "method": "ωB97M-V/def2-TZVPD", "orbital_gap_ev": 11.54, "e_lumo_ev": 1.114, "smiles": "CCC.CC", "elements": ["C", "C", "C", "H", "H", "H", "H", "H", "H", "H", "H", "C", "C", "H", "H", "H", "H", "H", "H"], "positions_angstrom": [[0.311, -0.089, -1.625], [0.488, 1.263, -0.912], [1.565, 1.910, -1.834], [0.825, -0.204, -2.694], [-0.786, -0.505, -1.808], [0.799, -0.899, -1.074], [-0.376, 1.896, -1.091], [0.620, 1.038, 0.177], [1.132, 2.993, -2.079], [2.537, 1.736, -1.428], [1.611, 1.476, -2.853], [-1.104, -2.133, 2.291], [-1.072, -0.606, 1.917], [-0.491, -2.689, 1.675], [-0.585, -2.143, 3.391], [-2.158, -2.424, 2.266], [-0.805, -0.209, 2.854], [-2.099, -0.230, 1.750], [-0.412, -0.182, 1.079]], "nbo_charge": [-0.62, -0.43, -0.60, 0.20, 0.21, 0.20, 0.20, 0.22, 0.21, 0.21, 0.21, -0.60, -0.62, 0.20, 0.19, 0.21, 0.20, 0.20, 0.20]}

***

iv.
{"formula": "C5H14", "method": "ωB97M-V/def2-TZVPD", "orbital_gap_ev": 12.20, "e_lumo_ev": 1.105, "smiles": "CCC.CC", "elements": ["C", "C", "C", "H", "H", "H", "H", "H", "H", "H", "H", "C", "C", "H", "H", "H", "H", "H", "H"], "positions_angstrom": [[-0.076, -1.968, 0.269], [-0.603, -1.314, 1.544], [0.493, -0.413, 2.012], [1.011, -2.372, 0.436], [0.080, -1.154, -0.435], [-0.738, -2.786, -0.168], [-1.556, -0.758, 1.322], [-0.845, -2.090, 2.304], [1.221, -1.023, 2.670], [1.063, 0.086, 1.260], [0.133, 0.447, 2.663], [0.686, 1.509, -1.985], [-0.624, 2.104, -1.711], [0.667, 0.424, -2.279], [1.538, 1.970, -2.688], [1.264, 1.236, -0.972], [-1.168, 1.349, -0.973], [-1.210, 2.011, -2.547], [-0.717, 3.148, -1.368]], "nbo_charge": [-0.60, -0.41, -0.61, 0.20, 0.20, 0.21, 0.20, 0.20, 0.21, 0.20, 0.21, -0.63, -0.62, 0.21, 0.22, 0.19, 0.20, 0.20, 0.22]}

***

Energy above the most stable structure, in kJ/mol: i 104.4; ii 0.0; iii 184.1; iv 93.6

***

i.
{"formula": "C5H14", "method": "ωB97M-V/def2-TZVPD", "orbital_gap_ev": 12.57, "e_lumo_ev": 1.120, "smiles": "CCC.CC", "elements": ["C", "C", "C", "H", "H", "H", "H", "H", "H", "H", "H", "C", "C", "H", "H", "H", "H", "H", "H"], "positions_angstrom": [[1.736, -1.496, -1.069], [1.860, -0.013, -0.678], [0.832, 0.824, -1.458], [1.724, -1.637, -2.146], [0.811, -1.918, -0.663], [2.548, -2.058, -0.598], [1.700, 0.165, 0.382], [2.849, 0.278, -1.011], [1.137, 0.944, -2.471], [-0.188, 0.459, -1.369], [0.815, 1.824, -1.028], [-1.375, 0.611, 1.565], [-2.815, 0.091, 1.525], [-0.946, 0.397, 0.591], [-1.320, 1.679, 1.765], [-0.694, 0.084, 2.220], [-3.201, -0.250, 2.485], [-2.810, -0.829, 0.928], [-3.478, 0.742, 0.969]], "nbo_charge": [-0.60, -0.39, -0.61, 0.20, 0.20, 0.20, 0.20, 0.20, 0.20, 0.20, 0.20, -0.61, -0.61, 0.20, 0.20, 0.20, 0.21, 0.20, 0.21]}

***

ii.
{"formula": "C5H14", "method": "ωB97M-V/def2-TZVPD", "orbital_gap_ev": 11.73, "e_lumo_ev": 1.082, "smiles": "CCC.CC", "elements": ["C", "C", "C", "H", "H", "H", "H", "H", "H", "H", "H", "C", "C", "H", "H", "H", "H", "H", "H"], "positions_angstrom": [[-0.842, 0.789, -1.867], [-0.327, 1.601, -0.722], [1.042, 2.085, -1.181], [-1.512, 1.314, -2.596], [0.052, 0.575, -2.533], [-1.482, -0.055, -1.439], [-0.093, 0.993, 0.038], [-1.186, 2.333, -0.424], [1.112, 2.527, -2.158], [1.936, 1.502, -1.015], [1.181, 3.082, -0.542], [0.740, -2.241, 1.485], [-0.631, -2.096, 2.235], [0.703, -2.962, 0.718], [0.891, -1.311, 0.968], [1.498, -2.580, 2.118], [-0.726, -1.782, 3.303], [-1.236, -1.349, 1.749], [-1.031, -3.112, 2.112]], "nbo_charge": [-0.61, -0.41, -0.62, 0.21, 0.21, 0.21, 0.19, 0.20, 0.20, 0.22, 0.20, -0.60, -0.62, 0.20, 0.20, 0.21, 0.21, 0.20, 0.20]}

***

iii.
{"formula": "C5H14", "method": "ωB97M-V/def2-TZVPD", "orbital_gap_ev": 12.29, "e_lumo_ev": 1.154, "smiles": "CCC.CC", "elements": ["C", "C", "C", "H", "H", "H", "H", "H", "H", "H", "H", "C", "C", "H", "H", "H", "H", "H", "H"], "positions_angstrom": [[-0.660, -0.437, 1.148], [0.140, -1.662, 0.751], [-0.599, -2.581, -0.259], [-1.024, 0.258, 0.401], [-1.495, -0.663, 1.819], [-0.030, 0.113, 1.847], [0.213, -2.240, 1.678], [1.135, -1.495, 0.356], [-0.297, -2.214, -1.249], [-1.666, -2.430, -0.122], [-0.269, -3.614, -0.324], [0.512, 2.064, -1.496], [0.726, 2.193, 0.000], [1.105, 2.624, -2.225], [0.670, 1.043, -1.862], [-0.520, 2.306, -1.758], [1.339, 1.461, 0.507], [-0.267, 2.087, 0.431], [0.986, 3.187, 0.357]], "nbo_charge": [-0.61, -0.40, -0.61, 0.20, 0.21, 0.21, 0.19, 0.20, 0.20, 0.20, 0.21, -0.62, -0.62, 0.21, 0.21, 0.20, 0.21, 0.21, 0.21]}

***

Energy above the most stable structure, in kJ/mol: i 0.0; ii 140.8; iii 40.0